{"formula": "C21H76O31Zr", "method": "wB97M-V/def2-TZVPD", "species": ["Zr", "C", "O", "O", "O", "C", "O", "H", "H", "H", "C", "O", "H", "H", "H", "C", "C", "O", "O", "H", "H", "H", "H", "H", "H", "C", "C", "O", "O", "H", "H", "H", "H", "H", "H", "C", "C", "O", "O", "H", "H", "H", "H", "H", "H", "C", "C", "O", "O", "H", "H", "H", "H", "H", "H", "C", "C", "O", "O", "H", "H", "H", "H", "H", "H", "C", "C", "O", "O", "H", "H", "H", "H", "H", "H", "C", "C", "O", "O", "H", "H", "H", "H", "H", "H", "C", "C", "O", "O", "H", "H", "H", "H", "H", "H", "C", "C", "O", "O", "H", "H", "H", "H", "H", "H", "O", "H", "H", "O", "H", "H", "O", "H", "H", "O", "H", "H", "O", "H", "H", "O", "H", "H", "O", "H", "H", "O", "H", "H"], "xyz": [[-1.8982, -1.7256, 2.0318], [-1.1695, -1.1528, -0.4831], [-2.4135, -1.6690, -0.0423], [-0.4480, -0.8738, 0.5974], [-0.8827, -0.8537, -1.7105], [-2.3141, -3.5943, 4.8050], [-1.7785, -2.8644, 3.8159], [-3.0399, -4.3416, 4.4647], [-1.5144, -4.2058, 5.3542], [-2.8258, -3.0174, 5.5605], [-3.5597, 0.8292, 3.1810], [-2.7350, -0.0975, 2.5130], [-3.8954, 0.5642, 4.1591], [-3.1040, 1.8161, 3.2376], [-4.4882, 1.0524, 2.7223], [4.3125, -1.2947, -0.5602], [3.4671, -0.4406, 0.3661], [2.3957, -1.0933, 0.9667], [3.8731, -1.3120, -1.9358], [4.2576, -2.3374, -0.2366], [5.3836, -1.1240, -0.5526], [3.1408, 0.4359, -0.1957], [4.1566, -0.1685, 1.1149], [1.6798, -1.1820, 0.3362], [3.0515, -0.7551, -2.0333], [1.0494, -4.2960, -1.6429], [1.9852, -4.9562, -0.6687], [1.9357, -4.2256, 0.5849], [-0.3437, -4.5666, -1.3301], [1.4005, -4.4844, -2.6707], [1.2501, -3.2133, -1.5861], [2.9563, -5.2261, -1.1399], [1.5493, -5.9100, -0.4145], [2.5110, -3.4655, 0.5782], [-0.8846, -4.2078, -2.0764], [0.9786, -0.7399, -4.3015], [1.1987, 0.6662, -3.7094], [1.3068, 0.5292, -2.3217], [2.0541, -1.6045, -3.9752], [0.9079, -0.8384, -5.3715], [0.1760, -1.2365, -3.7499], [0.2918, 1.2546, -4.0084], [2.0460, 1.2663, -4.0087], [0.5056, 0.0344, -2.0589], [2.8810, -1.3627, -4.4013], [-3.6882, 0.0606, -2.8339], [-4.8594, 0.9110, -2.4783], [-5.2193, 0.6671, -1.0848], [-3.8673, -1.3491, -2.8670], [-2.9337, 0.2659, -2.0846], [-3.2207, 0.4381, -3.7553], [-5.7471, 0.7925, -3.0910], [-4.5458, 1.9185, -2.5921], [-4.8031, 1.4676, -0.7319], [-3.1625, -1.6749, -2.2195], [-3.3107, -4.9101, -2.1811], [-4.7676, -4.7203, -2.5219], [-4.9917, -5.2945, -3.8379], [-2.4047, -4.2040, -3.1297], [-3.1104, -5.9826, -2.2395], [-3.1020, -4.4668, -1.1880], [-5.0836, -3.6456, -2.4396], [-5.3067, -5.2770, -1.7729], [-5.8032, -4.9580, -4.2215], [-2.6229, -4.5009, -4.0446], [7.8331, -3.3255, -0.6638], [7.8476, -4.8151, -0.9287], [8.6837, -5.0471, -2.0940], [8.6390, -2.8603, 0.3335], [6.8671, -2.9772, -0.3492], [8.0977, -2.8147, -1.6207], [6.7986, -5.1484, -1.1522], [8.2137, -5.3536, -0.1002], [8.9380, -5.9504, -2.2563], [9.5940, -2.9370, 0.1418], [-3.4642, 6.4914, 0.3107], [-3.5108, 7.2311, 1.6132], [-4.9110, 7.5190, 1.8345], [-4.0885, 5.2053, 0.3901], [-2.3507, 6.3248, 0.1406], [-3.8453, 7.0537, -0.5441], [-2.8144, 8.0955, 1.6014], [-3.2868, 6.5413, 2.4223], [-5.0746, 8.2945, 1.2872], [-4.9269, 5.3016, 0.9259], [1.5726, 6.4477, 0.1330], [2.5314, 5.2484, 0.0454], [2.3528, 4.2761, 1.0708], [0.1493, 6.0699, 0.2765], [1.6330, 6.9824, -0.7935], [1.7687, 7.2190, 0.9322], [3.5682, 5.5722, -0.0882], [2.2313, 4.7998, -0.9025], [2.4398, 3.4186, 0.5866], [0.0898, 5.1834, 0.6625], [1.1307, 5.2279, 4.0874], [1.2845, 4.8933, 5.5211], [2.6011, 4.4485, 5.7447], [1.0488, 3.9955, 3.4151], [1.9952, 5.8316, 3.7264], [0.2322, 5.7589, 3.8111], [0.4919, 4.1313, 5.7669], [1.1506, 5.7360, 6.1515], [2.8786, 4.0164, 4.8970], [1.5281, 4.1188, 2.6175], [4.5943, 0.0337, -4.5595], [4.8686, -0.2833, -3.6609], [5.3635, 0.4981, -4.8937], [-3.9023, -3.0275, 1.8899], [-4.0470, -3.9000, 2.0542], [-4.3342, -2.7183, 1.0719], [-0.6456, -3.4995, 1.3021], [-0.6511, -3.8057, 0.3470], [0.2956, -3.4532, 1.5688], [-0.0745, -1.2926, 3.1583], [-0.0368, -1.8599, 3.9350], [0.4388, -0.4614, 3.2596], [2.1698, 2.3811, -0.6386], [2.3520, 2.9464, -1.3941], [1.7339, 1.6021, -1.0483], [-3.5185, 2.6813, -0.3459], [-3.6181, 3.5483, 0.0051], [-2.9237, 2.2369, 0.2948], [0.0115, 1.2092, 4.0121], [0.5469, 2.0571, 3.9692], [-0.6983, 1.2040, 4.6947], [-5.4192, -2.2655, -0.4213], [-4.9699, -1.6590, -1.1140], [-6.3102, -1.9260, -0.3283]], "lowdin_charge": [1.906, -0.622, -0.256, -0.181, -0.022, -0.280, -0.459, 0.060, 0.093, 0.062, -0.165, -0.422, 0.071, 0.075, 0.063, -0.201, -0.237, -0.038, -0.107, 0.102, 0.105, 0.098, 0.111, 0.055, 0.072, -0.212, -0.196, -0.074, -0.086, 0.129, 0.114, 0.130, 0.114, 0.046, 0.065, -0.195, -0.211, -0.120, -0.092, 0.116, 0.108, 0.130, 0.110, 0.044, 0.054, -0.258, -0.218, -0.093, -0.086, 0.095, 0.125, 0.116, 0.096, 0.024, 0.080, -0.181, -0.232, -0.070, -0.105, 0.123, 0.121, 0.108, 0.108, 0.080, 0.110, -0.295, -0.204, -0.082, -0.054, 0.094, 0.136, 0.124, 0.101, 0.070, 0.111, -0.234, -0.227, -0.079, -0.098, 0.123, 0.122, 0.133, 0.121, 0.085, 0.129, -0.186, -0.218, -0.099, -0.099, 0.101, 0.125, 0.127, 0.100, 0.051, 0.074, -0.254, -0.267, -0.062, -0.081, 0.143, 0.116, 0.133, 0.108, 0.103, 0.012, -0.063, 0.046, 0.035, -0.045, 0.027, 0.032, -0.137, 0.067, 0.069, -0.142, 0.082, 0.074, -0.051, 0.054, 0.037, -0.029, -0.020, 0.078, -0.077, 0.056, 0.073, -0.082, 0.059, 0.052], "energy_ev": -87764.1423, "total_charge": 0, "fmax_ev_per_a": 4.9}

***

{"formula": "C21H82O21", "method": "wB97M-V/def2-TZVPD", "species": ["C", "C", "O", "O", "H", "H", "H", "H", "H", "H", "C", "O", "H", "H", "H", "H", "C", "O", "H", "H", "H", "H", "C", "O", "H", "H", "H", "H", "C", "O", "H", "H", "H", "H", "C", "O", "H", "H", "H", "H", "C", "O", "H", "H", "H", "H", "C", "O", "H", "H", "H", "H", "C", "O", "H", "H", "H", "H", "C", "O", "H", "H", "H", "H", "C", "O", "H", "H", "H", "H", "C", "O", "H", "H", "H", "H", "C", "O", "H", "H", "H", "H", "C", "O", "H", "H", "H", "H", "C", "O", "H", "H", "H", "H", "C", "O", "H", "H", "H", "H", "C", "O", "H", "H", "H", "H", "C", "O", "H", "H", "H", "H", "C", "O", "H", "H", "H", "H", "C", "O", "H", "H", "H", "H"], "xyz": [[-5.9618, 3.0535, -1.8265], [-5.3694, 2.2109, -0.7242], [-4.7485, 0.9741, -1.3065], [-6.4139, 4.3423, -1.2316], [-6.9564, 2.7190, -2.1213], [-5.3248, 3.2350, -2.6922], [-6.0615, 1.8605, 0.0415], [-4.5787, 2.8089, -0.2711], [-4.3117, 0.4287, -0.6482], [-7.1520, 4.2665, -0.6225], [0.8119, 3.2882, 2.4779], [1.1448, 4.6058, 2.9844], [0.0997, 3.3043, 1.6529], [1.7782, 2.9086, 2.1458], [0.4837, 2.5913, 3.2491], [2.0019, 4.8924, 2.6605], [2.6294, -1.7601, -1.9900], [3.9916, -2.0708, -2.3406], [2.2584, -2.6178, -1.4289], [2.5405, -0.9014, -1.3245], [1.9478, -1.6772, -2.8366], [4.2596, -1.4685, -3.0385], [1.0777, 0.7462, -4.0257], [2.2999, 0.4401, -4.5892], [0.7193, 1.6077, -4.5891], [0.3261, -0.0405, -3.9590], [1.2228, 1.1954, -3.0432], [2.1669, 0.0273, -5.4457], [5.6644, -2.0416, 1.2216], [4.3659, -1.8820, 0.6797], [5.6527, -2.9459, 1.8300], [6.5401, -2.1467, 0.5812], [5.9316, -1.1670, 1.8146], [4.4195, -1.5061, -0.2020], [0.5400, -2.0565, -6.1855], [1.5513, -1.2740, -6.7209], [0.5858, -3.0596, -6.6095], [0.6843, -2.2819, -5.1289], [-0.3849, -1.5276, -6.4159], [1.3520, -1.1925, -7.6565], [2.9063, -0.6904, 3.2955], [2.5834, 0.0807, 2.1262], [2.6259, -1.7176, 3.0626], [3.9898, -0.7759, 3.3782], [2.3642, -0.2979, 4.1558], [3.1865, -0.2757, 1.4697], [1.9257, 5.0145, -3.1406], [3.2379, 4.7039, -2.6980], [1.2684, 4.3285, -2.6064], [1.7621, 6.0474, -2.8331], [1.9691, 4.8845, -4.2220], [3.8785, 5.3838, -2.9193], [-3.2924, -1.1543, 2.3143], [-3.8585, -0.2973, 1.2682], [-3.9635, -1.8976, 2.7449], [-2.3190, -1.5591, 2.0371], [-3.1422, -0.5831, 3.2304], [-4.7963, -0.4044, 1.4432], [-0.8750, -3.6788, -0.6933], [-0.2218, -3.6389, 0.5574], [-0.9338, -4.7664, -0.7359], [-1.8729, -3.2408, -0.6737], [-0.2064, -3.2894, -1.4610], [-0.0964, -2.7209, 0.8089], [3.3108, 2.7214, -0.0458], [4.5582, 3.3333, -0.0892], [3.1185, 2.3107, -1.0370], [3.4379, 1.8544, 0.6025], [2.4737, 3.3437, 0.2705], [5.0946, 2.8615, -0.7305], [-0.5454, -1.8994, 4.3289], [-1.4388, -2.9882, 3.9590], [-1.0742, -0.9502, 4.2433], [-0.0740, -2.0000, 5.3065], [0.2846, -1.8775, 3.6227], [-0.9072, -3.7279, 3.6559], [3.0526, -4.7091, 2.8995], [3.5881, -6.0816, 3.0899], [2.7171, -4.2651, 3.8368], [3.9375, -4.0914, 2.7464], [2.2287, -4.7271, 2.1861], [3.4787, -6.5099, 2.2378], [-4.3611, 1.5279, -4.8662], [-3.7089, 0.5513, -4.1409], [-3.9356, 1.4976, -5.8693], [-5.4440, 1.4090, -4.8311], [-4.1418, 2.5342, -4.5094], [-3.9216, 0.7804, -3.2332], [-4.0514, -2.7553, -2.7149], [-2.9991, -3.4141, -3.3884], [-4.9698, -2.6838, -3.2975], [-4.2030, -3.2960, -1.7807], [-3.6028, -1.7735, -2.5630], [-2.7730, -2.9451, -4.1949], [-3.2414, 5.6965, -0.7330], [-3.5639, 6.2057, -2.0203], [-4.1883, 5.7165, -0.1935], [-2.7445, 4.7265, -0.7163], [-2.5694, 6.4917, -0.4102], [-4.4171, 5.8271, -2.2445], [-3.7847, -5.3588, 0.9721], [-4.9793, -5.8832, 0.5108], [-3.5511, -5.8296, 1.9270], [-3.0702, -5.6898, 0.2184], [-3.8175, -4.2750, 1.0842], [-5.6726, -5.5228, 1.0684], [5.6946, 2.0022, 3.6368], [4.4001, 2.5497, 3.7295], [6.4359, 2.7591, 3.8929], [5.7525, 1.1468, 4.3100], [5.8994, 1.5810, 2.6525], [3.7697, 1.8400, 3.5862], [1.2697, 0.7557, 6.6572], [2.5147, 1.3600, 6.8223], [0.8175, 1.0999, 5.7271], [1.3881, -0.3174, 6.5068], [0.6542, 1.0839, 7.4948], [2.3713, 2.2771, 7.0672], [-0.6687, -0.2396, -0.2048], [0.2321, -0.8543, 0.7433], [-1.2523, -0.9510, -0.7890], [-1.3997, 0.3595, 0.3383], [-0.0415, 0.3179, -0.9004], [0.7289, -0.2495, 1.2991]], "lowdin_charge": [-0.175, -0.167, -0.103, -0.104, 0.119, 0.106, 0.119, 0.111, 0.035, 0.080, -0.138, -0.123, 0.075, 0.038, 0.068, 0.069, -0.138, -0.111, 0.081, 0.071, 0.062, 0.076, -0.198, -0.116, 0.081, 0.072, 0.063, 0.038, -0.139, -0.120, 0.071, 0.085, 0.066, 0.050, -0.164, -0.120, 0.084, 0.078, 0.091, 0.097, -0.103, -0.152, 0.066, 0.078, 0.077, 0.041, -0.140, -0.150, 0.076, 0.078, 0.077, 0.075, -0.116, -0.138, 0.083, 0.062, 0.069, 0.071, -0.163, -0.145, 0.082, 0.061, 0.072, 0.015, -0.174, -0.107, 0.074, 0.057, 0.072, 0.080, -0.125, -0.126, 0.070, 0.069, 0.056, 0.071, -0.109, -0.139, 0.064, 0.049, 0.079, 0.059, -0.196, -0.117, 0.082, 0.083, 0.067, 0.030, -0.149, -0.132, 0.082, 0.073, 0.063, 0.070, -0.160, -0.132, 0.073, 0.069, 0.081, 0.048, -0.184, -0.114, 0.081, 0.080, 0.070, 0.075, -0.163, -0.119, 0.084, 0.073, 0.065, 0.037, -0.186, -0.115, 0.061, 0.069, 0.086, 0.083, -0.091, -0.151, 0.070, 0.073, 0.071, 0.050], "energy_ev": -66092.9930, "total_charge": 0, "fmax_ev_per_a": 3.4}